Entry 1:
The following is a quantum chemistry calculation of a structure of composition C9H52CdNO18 in a non-equilibrium geometry, from the OMol25 dataset.

Structure (XYZ):
```
81
Properties=species:S:1:pos:R:3:forces:R:3:mulliken_charge:R:1
Cd -6.10467 -1.16491 -0.11387 0.17 0.01 0.01 0.318
C 0.34635 -0.04583 -2.77767 -0.36 0.05 -0.61 -1.778
C 0.69844 -1.03291 -1.64554 0.05 1.01 -2.00 1.289
C 2.23472 -1.08268 -1.55872 0.35 0.66 0.45 -1.307
C 2.86858 0.10025 -0.77419 -1.03 -0.76 0.13 -0.658
C 2.34259 0.04880 0.66190 0.63 0.85 0.15 -1.023
C 0.85827 -0.46978 0.93030 2.13 0.82 0.58 1.316
N 0.05580 -0.42136 -0.41102 -5.53 -1.74 3.53 0.866
O -1.32633 -0.30591 -0.22184 7.61 -0.47 -1.89 -0.359
C 0.27868 0.34738 2.10397 -0.81 0.26 -0.02 -1.702
C 1.09115 -1.95974 1.39680 -1.13 0.25 -1.79 -1.674
C 0.13848 -2.42390 -2.09851 -1.55 0.35 1.85 -1.667
H -0.73467 0.07753 -2.84306 0.02 0.23 0.14 0.457
H 0.64905 -0.48213 -3.72956 0.07 -0.23 0.08 0.479
H 0.85734 0.91633 -2.74244 -0.12 0.02 0.42 0.342
H 2.60943 -1.05433 -2.58189 -0.21 -0.13 -0.08 0.588
H 2.51894 -2.05715 -1.16156 0.30 0.15 0.20 0.428
H 2.64390 1.07595 -1.20504 -0.12 -0.17 -0.39 0.271
H 3.95355 0.00838 -0.72421 -0.08 -0.03 -0.27 0.381
H 2.53231 1.01507 1.12927 -0.69 0.37 -0.16 0.373
H 3.13442 -0.49461 1.17746 -0.79 -0.97 0.45 0.392
H 0.68535 -0.02252 3.04518 0.25 -0.20 -0.21 0.400
H -0.80112 0.31239 2.24857 -0.07 -0.45 -0.39 0.411
H 0.50479 1.41366 2.10945 0.27 -0.01 -0.53 0.412
H 0.11886 -2.45219 1.38130 0.09 -0.31 0.32 0.379
H 1.58633 -2.05068 2.36356 -0.17 0.46 -0.13 0.472
H 1.72935 -2.39311 0.62675 -0.11 -0.43 0.34 0.372
H 0.67605 -3.01283 -2.84167 0.50 0.70 0.10 0.344
H -0.88778 -2.28659 -2.43913 0.04 0.09 -0.27 0.429
H 0.00171 -3.02466 -1.19935 0.30 -0.35 0.00 0.403
O 0.86633 5.71771 -4.07065 0.07 -0.24 -0.24 -0.623
H 0.41977 5.19987 -3.40082 -0.14 -0.12 0.24 0.303
H 0.95326 6.58837 -3.68254 0.03 0.30 0.03 0.320
O -6.55619 2.11258 0.95566 0.06 -0.27 -0.12 -0.603
H -7.19363 2.57286 1.50158 -0.26 0.08 0.15 0.316
H -5.78457 2.67901 0.95825 0.19 0.14 -0.04 0.294
O 0.09139 6.03084 7.21443 -0.05 0.19 -0.01 -0.629
H 0.79761 5.41903 7.00666 0.32 -0.13 -0.02 0.317
H -0.70731 5.50783 7.14531 -0.22 -0.07 0.03 0.308
O 2.89052 -5.47701 7.66525 -0.02 -0.19 -0.12 -0.627
H 3.73852 -5.06363 7.82727 0.25 0.04 0.09 0.322
H 2.29874 -4.74716 7.48262 -0.25 0.14 0.06 0.302
O 3.91960 4.31550 6.09262 -0.23 -0.07 0.17 -0.630
H 4.12470 5.09147 5.57105 0.07 0.28 -0.09 0.330
H 4.20962 3.58006 5.55294 0.11 -0.19 -0.08 0.305
O -6.34500 0.18877 -3.43518 0.08 -0.17 0.27 -0.609
H -5.68093 0.17755 -4.12447 0.17 -0.02 -0.18 0.301
H -7.02786 0.77042 -3.76927 -0.24 0.17 -0.04 0.316
O 3.06113 -7.53692 -4.52686 0.13 -0.07 0.10 -0.621
H 2.60980 -6.86990 -4.00956 -0.08 0.11 0.16 0.299
H 2.70763 -7.43514 -5.41057 -0.05 -0.05 -0.27 0.322
O 5.84544 -7.41905 0.58081 -0.01 -0.16 -0.05 -0.623
H 5.08923 -7.01208 1.00360 -0.20 0.02 0.15 0.307
H 6.39863 -6.68321 0.31860 0.22 0.13 -0.09 0.316
O -5.89450 -4.23271 -1.58178 0.11 0.28 0.13 -0.607
H -5.92600 -5.10119 -1.18058 -0.03 -0.24 0.18 0.311
H -6.05101 -4.39248 -2.51249 -0.09 0.02 -0.28 0.310
O -2.42313 4.23659 -6.31003 -0.22 0.03 -0.03 -0.625
H -2.26121 3.29398 -6.34877 0.02 -0.22 -0.09 0.305
H -1.74354 4.57304 -5.72592 0.24 0.22 0.11 0.319
O 4.71964 4.45786 -5.77556 0.18 -0.04 0.19 -0.638
H 3.80205 4.47586 -5.50362 -0.27 0.10 0.09 0.310
H 4.68994 4.23350 -6.70562 0.05 -0.03 -0.26 0.325
O 1.35784 -0.37416 -9.60874 0.12 0.07 0.24 -0.647
H 0.84137 0.12201 -10.24380 -0.10 0.17 -0.19 0.326
H 1.06105 -1.27830 -9.71205 -0.03 -0.25 -0.05 0.321
O -3.89487 -0.13037 6.42463 0.01 -0.27 -0.22 -0.622
H -3.02636 0.19679 6.65887 0.22 0.08 0.10 0.308
H -4.47538 0.62078 6.54719 -0.23 0.17 0.08 0.320
O -0.92117 4.16432 -0.37778 0.32 0.06 -0.14 -0.597
H -1.74773 4.52907 -0.06160 -0.23 0.20 0.06 0.312
H -0.97098 3.23341 -0.16057 -0.03 -0.24 0.04 0.294
O -5.79096 -2.04064 3.20248 -0.04 0.09 -0.34 -0.609
H -5.17662 -1.61811 3.80271 0.18 0.19 0.23 0.306
H -6.01861 -2.86475 3.63289 -0.12 -0.24 0.10 0.311
O -0.87156 -3.56432 7.65775 0.19 -0.13 0.04 -0.616
H -0.63877 -3.29504 6.76920 0.02 0.01 -0.23 0.301
H -1.52494 -2.92391 7.93918 -0.22 0.12 0.17 0.316
O 2.39657 6.53688 0.50071 0.06 0.06 0.18 -0.634
H 1.62077 5.98066 0.43006 -0.29 -0.13 0.00 0.314
H 2.88189 6.37575 -0.30844 0.19 0.02 -0.21 0.316
```
Positions in Å, forces in eV/Å.

**Frontier orbital gap**: 2.62 eV
**Energy above the lowest of the compared OMol25 structures with the same formula, charge and spin**: 124.6 kcal per mole
**Spin multiplicity**: 1
**Total charge**: +1

***

Entry 2:
The following is a quantum chemistry calculation of a structure of composition C32H39Cl2N10O7P2Pb in a non-equilibrium geometry, from the OMol25 dataset.

Structure (XYZ):
```
93
Properties=species:S:1:pos:R:3:forces:R:3:mulliken_charge:R:1
Pb -0.19568 -0.22971 0.80026 0.35 -0.21 -0.47 1.062
Cl -3.35786 -6.37880 0.09876 -0.01 -0.14 0.02 -0.261
C -3.20395 -4.66694 0.34947 0.00 0.22 -0.03 -0.006
C -2.12635 -4.19351 1.08188 -0.01 0.03 -0.01 -0.437
C -1.94161 -2.82563 1.25716 -0.20 0.01 0.02 -0.307
N -0.82792 -2.26162 1.86651 0.26 0.22 0.18 0.047
C -0.08315 -2.89370 2.77348 -0.39 0.03 -0.22 0.111
O -0.30231 -3.97371 3.33510 0.16 -0.03 -0.05 -0.795
C 1.20160 -2.16673 3.12746 0.16 -0.13 0.21 0.752
C 2.25704 -2.93221 3.62110 -0.02 0.00 -0.01 -0.853
C 3.46058 -2.31662 3.90029 -0.10 0.02 -0.02 -0.322
C 3.56704 -0.94308 3.71348 0.06 -0.02 0.01 -0.729
C 2.45719 -0.25958 3.25276 0.06 0.06 0.05 -0.208
N 1.30300 -0.85031 2.95926 -0.05 -0.21 0.23 -0.209
C -2.87470 -1.91480 0.69458 -0.09 -0.33 0.14 0.024
C -3.96836 -2.41215 -0.00354 0.05 0.00 0.00 -0.651
C -4.12202 -3.77784 -0.18685 0.06 -0.09 0.02 0.167
Cl -5.47805 -4.35130 -1.11734 -0.08 0.02 -0.02 -0.268
N -2.57655 -0.56424 0.84773 0.06 0.47 0.00 0.212
C -3.52593 0.36291 0.95660 0.03 -0.40 -0.02 -0.009
O -4.75508 0.21433 0.93471 0.00 0.11 -0.05 -0.805
C -3.00643 1.77620 1.17238 -0.16 0.25 0.08 0.343
C -3.93260 2.81930 1.20014 -0.07 0.00 -0.03 -0.678
C -3.48847 4.11274 1.39758 0.14 -0.04 -0.01 -0.361
C -2.12410 4.33590 1.54502 -0.04 0.01 0.01 -0.806
C -1.28072 3.23865 1.52533 0.05 0.11 -0.05 -0.231
N -1.70822 1.99411 1.35763 -0.25 0.05 0.07 0.126
H -1.41553 -4.88441 1.50871 -0.03 -0.01 0.01 0.633
H 2.09215 -3.99220 3.75144 0.02 0.00 0.01 0.495
H 4.30306 -2.89500 4.25977 0.01 0.02 0.00 0.411
H 4.49137 -0.41724 3.91300 -0.02 0.02 0.02 0.389
H 2.49045 0.81733 3.11319 0.01 -0.02 -0.06 0.423
H -4.69866 -1.73187 -0.41248 0.02 0.01 0.00 0.535
H -4.97758 2.57484 1.07478 0.01 -0.03 -0.01 0.510
H -4.18632 4.93993 1.44282 -0.02 -0.01 -0.05 0.398
H -1.72287 5.33203 1.67793 0.00 0.00 0.03 0.408
H -0.20838 3.36761 1.64556 0.00 -0.04 0.00 0.444
O -0.50711 -1.58574 -1.22102 0.47 -0.17 0.23 -0.277
N 0.12530 -2.68580 -1.33487 -0.37 0.04 -0.35 -0.921
N 1.12184 -2.87452 -0.55982 0.11 -0.05 0.03 1.656
O 1.59148 -2.03810 0.31251 -0.13 0.25 -0.15 -0.826
C 1.76885 -4.14712 -0.67604 0.10 -0.28 -0.09 0.268
C 1.26630 -5.15994 -1.49360 -0.05 0.16 0.06 -0.460
C 1.93768 -6.36708 -1.57236 0.03 0.02 0.00 -0.620
C 3.09770 -6.58164 -0.83855 0.07 -0.03 0.01 -0.471
C 3.57992 -5.57622 -0.01564 0.00 -0.06 -0.06 -0.649
C 2.92078 -4.35958 0.06822 -0.06 0.20 0.05 -0.249
H 0.35190 -4.98992 -2.03980 -0.02 -0.02 -0.03 0.456
H 1.54796 -7.15046 -2.21009 -0.03 0.00 0.01 0.370
H 3.61957 -7.52814 -0.90612 -0.02 -0.01 0.01 0.373
H 4.47938 -5.73593 0.56596 0.00 0.00 0.01 0.379
H 3.27115 -3.55906 0.70394 0.00 -0.01 0.00 0.315
C 1.43199 -1.64172 -4.87027 -0.10 0.05 -0.10 -1.036
N 0.96009 -0.26579 -4.65831 0.05 -0.10 0.70 0.172
C -0.50616 -0.17630 -4.62429 0.14 0.09 -0.01 -0.492
P 1.85687 0.56142 -3.52013 0.28 0.39 -0.91 0.771
O 2.06419 0.11161 -2.14701 -0.01 -0.12 0.11 -1.100
O 1.13339 2.02693 -3.62092 -0.24 -0.18 0.45 0.391
P 0.21159 2.71077 -2.46557 0.12 0.83 -0.30 -0.708
O -0.48669 1.81776 -1.54476 -0.01 -0.20 -0.03 0.216
N -0.76473 3.68536 -3.40370 0.08 -0.50 0.12 0.520
C -0.75161 3.67990 -4.85584 0.01 0.09 0.06 -1.000
C -2.06607 3.97578 -2.80746 0.02 0.15 0.03 -0.861
N 1.23189 3.77521 -1.67416 -0.07 -0.41 -0.19 0.194
C 1.91595 4.76637 -2.48759 -0.05 0.00 0.03 -0.843
C 2.09820 3.15785 -0.67080 -0.04 0.02 0.10 -0.827
N 3.29772 0.78819 -4.31926 -0.28 -0.02 0.14 0.285
C 4.53459 0.86144 -3.56725 0.01 -0.06 0.09 -0.954
C 3.32518 1.39291 -5.63575 0.02 -0.05 0.06 -1.044
H 1.26564 -1.91908 -5.91479 0.02 0.00 0.02 0.316
H 0.90322 -2.35191 -4.23036 0.00 0.02 0.10 0.334
H 2.49756 -1.70435 -4.65286 -0.01 -0.04 -0.06 0.394
H -0.88490 -0.55196 -5.57769 -0.03 0.03 0.04 0.404
H -0.81096 0.86265 -4.50770 -0.01 -0.07 -0.09 -0.090
H -0.94076 -0.74911 -3.80436 0.02 -0.12 0.09 0.153
H 0.21956 3.35471 -5.21774 -0.03 0.06 -0.07 0.190
H -0.94844 4.69132 -5.22382 -0.02 -0.02 -0.03 0.377
H -1.51593 3.01080 -5.26890 -0.01 0.01 0.01 0.351
H -1.99392 3.90272 -1.72328 -0.08 0.04 0.00 0.175
H -2.83664 3.27348 -3.14254 0.05 -0.03 -0.01 0.317
H -2.37612 4.98935 -3.07571 0.01 0.00 0.01 0.336
H 1.21523 5.18656 -3.20702 0.05 0.06 0.00 0.276
H 2.77078 4.34060 -3.03156 0.00 0.00 0.03 0.154
H 2.28161 5.56774 -1.84216 0.01 0.00 -0.02 0.378
H 1.56358 2.34281 -0.18562 0.03 0.01 0.05 0.047
H 2.38171 3.90633 0.07403 -0.02 -0.01 -0.01 0.381
H 3.01201 2.74260 -1.11265 -0.01 0.00 -0.04 0.256
H 4.36184 0.44791 -2.57560 0.07 0.02 0.00 0.194
H 4.89443 1.89406 -3.47001 -0.04 0.00 0.00 0.277
H 5.31521 0.27556 -4.06246 -0.02 0.02 -0.02 0.308
H 2.34170 1.29854 -6.09062 0.04 0.02 -0.08 0.264
H 4.05696 0.88243 -6.26951 -0.01 0.02 -0.01 0.338
H 3.59592 2.45567 -5.58592 -0.01 -0.02 0.01 0.288
```
Positions in Å, forces in eV/Å.

**Frontier orbital gap**: 6.16 eV
**Spin multiplicity**: 1
**Total charge**: -1

***

Entry 3:
The following is a quantum chemistry calculation of a cluster of 2 separate species, C3H6O2 in total in a non-equilibrium geometry, from the OMol25 dataset.

Structure (XYZ):
```
11
Properties=species:S:1:pos:R:3:forces:R:3:mulliken_charge:R:1
C -1.47334 -0.23382 -0.45607 2.00 -1.36 -1.33 -0.793
C -1.14979 0.79379 0.58435 0.51 0.09 -0.57 0.073
O -0.92848 1.93371 0.31589 -0.11 1.66 -1.12 -0.434
H -2.21191 -0.95165 -0.20778 -1.02 -0.46 0.66 0.337
H -1.71955 0.16376 -1.46530 0.27 0.20 0.92 0.275
H -0.55060 -0.94431 -0.61324 -1.32 1.46 0.38 0.120
H -0.93817 0.62067 1.62006 -0.34 -1.59 1.04 0.423
C 2.26326 -0.31247 0.03693 -0.97 -1.80 1.30 -0.078
O 2.86598 0.45807 0.71714 0.19 0.35 -0.36 -0.380
H 2.07943 -0.29091 -1.03077 0.32 0.70 -0.75 0.264
H 1.76317 -1.23684 0.49880 0.47 0.76 -0.18 0.194
```
Positions in Å, forces in eV/Å.

**Frontier orbital gap**: 10.72 eV
**Energy above the lowest of the compared OMol25 structures with the same formula, charge and spin**: 54.4 kcal per mole
**Spin multiplicity**: 1

***

frontier orbital gap of number 2 (C32H39Cl2N10O7P2Pb)?
6.16 eV

***

What is the frontier orbital gap in the second record?
6.16 eV